1.
35
Properties=species:S:1:pos:R:3:forces:R:3:mulliken_charge:R:1 method="wB97M-V/def2-TZVPD" e_homo_ev=-15.069 charge=+2 lumo_ev=-10.56
C -1.1112 -3.5637 -2.5502 -0.09 0.98 -2.13 -0.78
C -0.6925 -2.8615 -1.3616 0.62 -3.52 7.63 0.81
H -2.2169 -3.6300 -2.5874 0.32 0.05 0.37 0.37
H -0.6536 -4.5811 -2.6021 -0.01 0.59 0.58 0.38
H -0.7777 -3.0078 -3.4619 -0.27 -0.44 0.65 0.34
O -0.5951 -2.9199 -0.1531 -0.50 1.44 -7.72 -0.27
Cl 1.6941 -1.8311 -2.3361 -0.37 -1.23 -0.65 -0.33
In 0.7888 -0.6319 -0.6228 1.34 2.89 3.27 0.75
P -0.2390 1.4596 -1.6081 0.56 0.33 0.32 1.17
C -1.7682 2.3803 -1.2369 0.52 -0.84 0.10 -1.31
C 1.1249 2.6164 -1.2214 -0.51 -0.57 -0.01 -1.24
H 0.3611 0.1993 -3.5979 -0.26 0.67 -0.06 0.36
H 0.4048 2.0069 -3.7895 -0.39 -0.46 -0.33 0.41
H -1.1983 1.1206 -3.7506 0.53 0.03 -0.19 0.36
C -0.1591 1.1525 -3.3816 -0.16 -0.05 -0.19 -1.23
H 1.9462 2.0774 -0.7379 0.01 0.38 -0.14 0.35
H 1.4038 3.0123 -2.1949 0.34 0.40 0.23 0.41
H -1.6826 3.2649 -1.8775 -0.26 -0.03 0.14 0.44
H -1.7571 2.6477 -0.1737 -0.18 0.01 -0.28 0.42
H 0.7107 3.3743 -0.5533 0.32 0.08 -0.09 0.39
H -2.6279 1.7573 -1.4968 -0.05 0.36 0.08 0.42
C -2.0424 -0.3289 0.4919 -3.05 -0.86 -0.03 0.20
O -3.1210 -0.5796 0.7849 2.48 0.63 -0.32 -0.20
Cl 2.7411 -0.0408 0.7830 -1.36 -0.70 -1.20 -0.36
C 1.7443 1.1411 3.7023 -0.03 0.36 0.45 -0.75
N 1.2029 -0.1919 3.8349 -1.04 0.08 -1.00 -0.20
C 0.2363 -0.7493 3.0509 1.00 -0.06 1.00 0.62
N 0.0231 -2.0608 3.4510 -0.34 0.86 -0.70 -0.42
O -0.3306 -0.1919 2.0695 1.21 -0.97 0.44 -0.61
H 1.7049 1.4674 2.6735 -0.15 0.02 -0.08 0.18
H 2.7871 1.1453 4.0183 -0.02 -0.14 -0.07 0.34
H 1.2095 1.8368 4.3463 -0.07 0.16 -0.08 0.33
H 1.4308 -0.7042 4.6680 0.30 0.00 0.00 0.20
H -0.7129 -2.5595 2.9827 -0.22 -0.01 0.37 0.21
H 0.1716 -2.2262 4.4382 -0.20 -0.46 -0.33 0.22

***

2.
35
Properties=species:S:1:pos:R:3:forces:R:3:mulliken_charge:R:1 method="wB97M-V/def2-TZVPD" s2=6.04 e_homo_ev="-15.275 / -14.876" charge=+2 spin_multiplicity=5 lumo_ev="-8.46 / -11.38"
I -2.5536 0.4427 -4.8278 -0.17 -0.01 -0.51 0.10
I 1.1789 -1.8184 -1.3431 0.74 -0.90 -0.24 0.40
Co 0.2022 -0.1875 0.0607 1.22 0.11 2.40 -0.58
P 1.5208 1.4797 -0.6509 1.08 -0.02 -1.00 0.81
C 1.6152 1.5993 -2.4683 -0.21 -0.11 0.03 -1.09
C 1.0368 3.0936 -0.0858 -0.63 0.07 0.17 -1.15
H 1.8643 3.7762 -0.3188 -0.11 -0.04 0.48 0.44
H 3.8070 1.9955 -0.3920 0.06 -0.12 0.33 0.45
H 0.7387 3.0177 0.9730 0.44 0.55 -0.46 0.35
H 3.1801 0.8950 0.9464 0.45 0.36 -0.40 0.39
H 0.6721 1.9365 -2.9096 0.16 0.12 0.10 0.43
H 0.1824 3.4257 -0.6828 -0.03 -0.02 0.11 0.41
C 3.2024 1.1203 -0.1293 -0.05 -0.16 0.33 -1.14
H 2.4055 2.3179 -2.6938 -0.07 0.08 -0.07 0.43
H 3.5990 0.2495 -0.6568 -0.09 0.08 -0.03 0.38
H 1.8689 0.6483 -2.9458 0.09 0.10 0.18 0.36
P -1.4870 -1.4664 0.7517 -0.46 -1.41 -0.38 0.83
C -2.3643 -2.3023 -0.6128 0.10 0.22 -0.07 -1.10
C -0.8092 -2.8031 1.7399 0.29 0.16 0.19 -1.14
H -2.2485 0.1021 2.3572 -0.66 -0.52 0.05 0.35
H -3.3940 -1.3604 2.1145 0.23 0.28 0.33 0.43
H -3.3624 -0.0413 0.9589 0.07 0.07 0.05 0.41
C -2.7426 -0.6002 1.6658 -0.02 0.63 -0.10 -1.16
H -0.1445 -2.3591 2.4945 -0.45 -0.54 0.03 0.39
H -1.6626 -3.3486 2.1574 0.26 0.06 0.24 0.45
H -3.0413 -3.0217 -0.1519 -0.13 0.00 -0.04 0.42
H -1.6920 -2.8435 -1.2823 0.03 -0.02 0.19 0.36
H -0.2246 -3.4873 1.1203 -0.08 0.08 -0.02 0.38
H -2.9338 -1.6013 -1.2286 -0.07 -0.08 0.19 0.44
C -0.8725 0.2936 -1.2304 -3.83 0.84 -5.58 0.67
O -1.4649 0.3541 -2.2269 1.96 0.22 3.98 -0.19
F 1.3793 1.3451 2.3031 -0.85 -1.99 -0.75 -0.22
C 0.8408 0.0780 1.9815 0.21 1.07 2.44 0.14
F 1.8254 -0.8254 2.2172 -0.84 0.65 -0.41 -0.22
F -0.1220 -0.1045 2.9957 1.38 0.17 -1.76 -0.22

***

Number 1: calculated total energy -57201.80487 eV. Number 2: calculated total energy -91175.32905 eV.